1.
A molecular structure, C50H51LiN2O3, computed with the ωB97M-V functional and the def2-TZVPD basis.

Each line ends with the Löwdin charge.
Atoms and positions in Å:
Li -0.68986 -0.51092 0.37956  0.575
O -1.50982 1.00693 -0.63603  -0.064
C -2.91773 1.16403 -0.42973  -0.309
C -3.28489 0.28932 0.85548  -0.630
O -4.42457 0.43125 1.30744  0.011
O -2.34783 -0.44329 1.25749  -0.078
C -3.70737 0.70027 -1.64628  -0.132
C -3.71047 1.50582 -2.78671  -0.038
C -4.39822 1.12235 -3.92613  -0.093
C -5.11443 -0.06501 -3.93623  -0.105
C -5.12093 -0.86789 -2.80661  -0.072
C -4.41473 -0.49355 -1.67376  0.009
C -3.24067 2.61928 -0.15242  -0.142
C -4.56476 3.04345 -0.04268  -0.025
C -4.85508 4.37747 0.19208  -0.094
C -3.83302 5.31054 0.31782  -0.123
C -2.51508 4.89443 0.21439  -0.096
C -2.22076 3.55633 -0.01111  -0.009
H -1.33313 0.83303 -1.56919  0.063
H -3.18716 2.45558 -2.77080  0.124
H -4.37272 1.75161 -4.80876  0.093
H -5.64756 -0.37102 -4.82866  0.091
H -5.66100 -1.80586 -2.81661  0.100
H -4.42721 -1.12307 -0.79561  0.109
H -5.36041 2.31691 -0.12929  0.119
H -5.88793 4.69843 0.26777  0.091
H -4.06531 6.35415 0.49876  0.085
H -1.70820 5.61320 0.30163  0.093
H -1.19384 3.22532 -0.08593  0.100
C -0.57795 -1.87501 4.14905  -0.053
C 0.73666 -2.27738 3.46785  -0.365
C 1.34295 -3.52559 4.11257  -0.067
C 1.68374 -1.09020 3.46659  -0.155
C 2.25151 -0.66520 4.65686  -0.074
C 3.02198 0.48613 4.72459  -0.122
C 3.19221 1.23588 3.56895  -0.077
C 2.64084 0.85354 2.35387  -0.143
C 2.87518 1.76474 1.15566  -0.372
C 3.51359 1.05490 -0.04514  -0.063
C 1.57207 2.46390 0.74659  -0.072
C 1.87658 -0.34584 2.27012  -0.207
N 1.28108 -0.71588 1.08967  0.020
C 1.62148 -1.87841 0.47430  -0.252
C 0.94621 -2.36039 -0.66230  -0.253
N -0.06449 -1.67899 -1.29017  0.026
C -0.84088 -2.34093 -2.21465  -0.209
C -0.82713 -1.93880 -3.58348  -0.142
C -1.66595 -2.56395 -4.49672  -0.078
C -2.51000 -3.60002 -4.13223  -0.124
C -2.50257 -4.02565 -2.81327  -0.078
C -1.69116 -3.43601 -1.85746  -0.140
C -1.74900 -3.97145 -0.43159  -0.351
C -1.42764 -5.47186 -0.37893  -0.066
C -3.11503 -3.70608 0.21999  -0.053
C 0.18800 -0.94758 -4.14526  -0.362
C 0.01470 0.48926 -3.64473  -0.067
C 1.63526 -1.39064 -3.89895  -0.059
C 1.66238 -3.54406 -1.14809  -0.089
C 1.53645 -4.41169 -2.21797  -0.039
C 2.50272 -5.43108 -2.39358  -0.105
C 3.58288 -5.59400 -1.56047  -0.069
C 3.75368 -4.70825 -0.45776  -0.190
C 4.83624 -4.68536 0.46889  -0.067
C 4.86394 -3.72024 1.44591  -0.108
C 3.85957 -2.73199 1.58868  -0.025
C 2.78910 -2.72962 0.71389  -0.075
C 2.77982 -3.73923 -0.28887  -0.092
H -1.26701 -2.72290 4.19791  0.073
H -1.06135 -1.08051 3.57824  0.071
H -0.39464 -1.51563 5.16554  0.070
H 0.50338 -2.52050 2.43246  0.114
H 1.55580 -3.36809 5.17396  0.062
H 2.27198 -3.79722 3.60851  0.066
H 0.64946 -4.36653 4.02931  0.071
H 2.08212 -1.23796 5.56423  0.097
H 3.47312 0.79998 5.65922  0.078
H 3.78409 2.14667 3.61265  0.093
H 3.58029 2.53678 1.48893  0.112
H 2.82134 0.32907 -0.46392  0.064
H 4.42187 0.52699 0.25609  0.076
H 3.77426 1.78253 -0.82094  0.066
H 0.82976 1.71462 0.47919  0.051
H 1.73675 3.12314 -0.11187  0.072
H 1.18265 3.06057 1.57550  0.078
H -1.62874 -2.25691 -5.53892  0.094
H -3.15289 -4.07571 -4.86494  0.079
H -3.15401 -4.84420 -2.51863  0.099
H -0.99734 -3.45185 0.15753  0.115
H -2.21651 -6.05855 -0.85946  0.065
H -1.34341 -5.79997 0.66041  0.072
H -0.48382 -5.68053 -0.88012  0.064
H -3.92820 -3.92086 -0.47925  0.068
H -3.18866 -2.66748 0.54257  0.055
H -3.24803 -4.34022 1.10136  0.071
H 0.03216 -0.93703 -5.23079  0.113
H 0.37432 0.55268 -2.61676  0.067
H -1.03157 0.79694 -3.71191  0.065
H 0.60209 1.17855 -4.25947  0.072
H 1.85658 -1.39013 -2.83394  0.067
H 2.33432 -0.70676 -4.39195  0.071
H 1.80901 -2.39993 -4.27702  0.073
H 0.72645 -4.32543 -2.93006  0.101
H 2.38325 -6.10827 -3.23407  0.086
H 4.31104 -6.37683 -1.74847  0.086
H 5.64031 -5.40945 0.38219  0.087
H 5.70133 -3.70470 2.13699  0.085
H 3.95860 -1.98925 2.37014  0.100

Cartesian forces, eV/Å:
Li 0.3409 -0.0621 -0.1977
O -0.2328 0.2300 -0.3917
C -0.1167 -0.2436 0.4879
C 0.2507 0.2373 -0.0619
O 0.0048 -0.0984 -0.1068
O -0.3154 -0.0793 0.1353
C 0.1026 0.1011 -0.1646
C -0.0088 -0.0373 0.0400
C 0.0354 0.0573 -0.0766
C 0.0304 -0.0579 -0.0290
C 0.0281 -0.0782 -0.1157
C 0.0354 -0.0377 0.1230
C 0.1939 0.2057 0.1063
C 0.0042 0.0609 0.0233
C -0.0259 -0.0020 -0.0250
C 0.0367 0.0657 0.0145
C -0.0352 0.0762 0.0222
C -0.0350 -0.1273 -0.0639
H 0.0448 -0.1016 0.0345
H 0.0436 -0.0263 0.0088
H -0.0200 0.0055 0.0203
H -0.0160 -0.0062 0.0157
H 0.0046 -0.0271 0.0321
H 0.0003 -0.0430 0.0177
H 0.0173 -0.0293 -0.0066
H -0.0028 -0.0304 0.0247
H 0.0011 -0.0064 -0.0169
H -0.0013 -0.0173 0.0398
H -0.0073 0.0069 -0.0014
C 0.0621 -0.0103 -0.1410
C -0.0291 -0.0095 0.1698
C 0.0098 0.0714 -0.0831
C -0.1456 0.0469 -0.1752
C 0.1124 -0.0328 0.1014
C 0.0219 0.0105 -0.0454
C 0.0731 -0.0030 0.1328
C -0.0296 -0.0351 -0.0971
C -0.1701 -0.1717 -0.0931
C -0.0160 0.0400 0.1201
C 0.1541 -0.0065 0.0760
C 0.1344 0.1259 0.3501
N -0.5090 0.3445 -0.3569
C -0.1367 -0.0138 -0.2692
C 0.2698 -0.0349 0.0014
N -0.0407 0.2500 0.3681
C -0.1784 -0.3293 -0.1529
C 0.1086 -0.0510 0.0834
C -0.0377 -0.0288 -0.0920
C -0.0889 -0.0312 -0.0319
C -0.0502 -0.0552 -0.0246
C 0.1438 0.2853 0.0893
C -0.1492 -0.0784 -0.0532
C 0.0310 0.1650 -0.0208
C 0.0941 0.0740 -0.0574
C 0.0766 0.0698 0.2638
C -0.0109 -0.0985 -0.0978
C -0.0285 -0.0316 -0.0891
C 0.0444 -0.1846 -0.1249
C -0.1185 0.3009 0.2252
C 0.2809 -0.2071 0.0395
C -0.0320 -0.1167 -0.1793
C -0.3121 0.2945 0.1109
C 0.0957 0.0520 0.1089
C 0.2187 -0.3083 -0.1289
C -0.3446 0.2479 -0.1175
C 0.3952 -0.2020 0.0789
C 0.1727 -0.2350 -0.0303
H -0.0136 0.0033 -0.0127
H -0.0645 -0.0007 0.0492
H -0.0008 -0.0212 0.0288
H 0.0308 -0.0272 0.0285
H -0.0027 -0.0156 0.0175
H 0.0038 -0.0374 0.0411
H -0.0029 -0.0036 0.0209
H -0.0251 -0.0245 -0.0211
H -0.0195 0.0055 0.0048
H -0.0071 0.0019 -0.0374
H -0.0244 -0.0090 0.0346
H -0.0284 -0.0686 -0.0451
H -0.0026 -0.0075 -0.0271
H 0.0077 0.0109 0.0200
H -0.0481 0.0009 -0.0628
H -0.0124 0.0045 -0.0120
H -0.0328 0.0042 -0.0218
H 0.0068 0.0424 0.0158
H 0.0032 0.0138 0.0058
H 0.0090 0.0099 0.0006
H 0.0771 0.0217 0.0109
H 0.0109 -0.0266 0.0089
H -0.0302 -0.0176 -0.0041
H 0.0498 -0.0572 -0.0227
H -0.0209 -0.0397 0.0304
H -0.0623 0.0359 -0.0124
H 0.0113 0.0353 0.0267
H -0.0719 -0.0059 0.0147
H -0.0664 0.0421 0.0519
H -0.0543 0.0478 0.0671
H 0.0319 0.0144 0.0320
H -0.0008 0.0038 0.0414
H -0.0303 0.0022 -0.0490
H 0.0247 0.0228 -0.0163
H -0.0337 -0.0012 0.0002
H 0.0092 0.0080 0.0003
H -0.0170 -0.0085 0.0137
H -0.0106 -0.0049 0.0324
H -0.0172 0.0142 0.0096
H -0.0047 -0.0075 -0.0095

Properties
- E_LUMO (spin up / spin down): 4.35 / 4.35 eV
- Frontier orbital gap (spin up / spin down): 4.1 / 4.1 eV
- Total energy: -62010.793 eV
- 2S+1: 1
- Charge: -2



2.
9 unconnected molecules or ions with the total composition C50H52Br2, computed with the ωB97M-V functional and the def2-TZVPD basis.

Each line ends with the Löwdin charge.
Atoms and positions in Å:
Br -6.24823 -4.78760 -1.41845  0.685
C -5.27627 -3.12903 -1.17923  -0.725
C -5.27539 -2.68201 0.27284  -0.660
Br -4.33390 -0.95787 0.36339  0.715
H -5.60242 -2.33389 -1.84964  0.061
H -4.22127 -3.31434 -1.38105  0.032
H -4.83618 -3.40302 0.96229  0.053
H -6.32242 -2.61010 0.56721  0.059
C -1.24051 -5.32214 -1.77554  -0.071
C -0.49164 -5.71022 -0.69596  -0.133
C -0.98435 -6.52206 0.30211  -0.111
C -2.29767 -7.07815 0.21079  -0.059
C -3.11643 -6.65895 -0.88534  -0.107
C -2.57273 -5.85560 -1.87984  -0.087
H -0.74168 -4.66946 -2.47666  0.096
H 0.50948 -5.30571 -0.67296  0.094
H -0.38310 -7.02340 1.04613  0.095
H -2.55395 -7.91858 0.83881  0.096
H -4.10796 -7.05477 -1.04844  0.075
H -3.23638 -5.50232 -2.65519  0.088
C -4.00109 2.96046 2.79292  -0.090
C -5.08300 3.07613 3.61859  -0.100
C -5.46479 2.01387 4.40870  -0.048
C -4.67216 0.78379 4.27441  -0.048
C -3.53605 0.77906 3.46393  -0.162
C -3.25398 1.80760 2.64078  -0.126
H -3.68215 3.78694 2.17518  0.093
H -5.72118 3.94477 3.68629  0.109
H -6.32976 2.10658 5.04872  0.100
H -5.04541 -0.03203 4.87567  0.091
H -3.01473 -0.15786 3.33429  0.063
H -2.36701 1.78071 2.02517  0.090
C 2.26386 6.33572 0.57783  -0.098
C 2.18468 4.95303 0.37496  -0.081
C 3.33684 4.13260 0.37963  -0.067
C 4.54576 4.77558 0.64139  -0.098
C 4.61542 6.12577 0.85417  -0.094
C 3.46690 6.85994 0.90549  -0.109
H 1.33945 6.89418 0.57778  0.100
H 1.19418 4.58662 0.14897  0.067
H 3.21879 3.08421 0.14867  0.068
H 5.38098 4.09099 0.62951  0.103
H 5.60769 6.50070 1.05718  0.110
H 3.51647 7.91991 1.10645  0.110
C 4.22072 1.33136 -3.87006  -0.069
C 5.22131 1.40003 -4.82994  -0.102
C 5.45836 2.52369 -5.60624  -0.111
C 4.90734 3.74485 -5.32327  -0.081
C 4.05495 3.76633 -4.21625  -0.086
C 3.62873 2.57654 -3.64305  -0.108
H 3.89268 0.51385 -3.24518  0.081
H 5.71493 0.55336 -5.28369  0.098
H 6.16794 2.38776 -6.40900  0.104
H 5.26644 4.65256 -5.78533  0.106
H 3.79850 4.74103 -3.82822  0.100
H 2.91796 2.60524 -2.83041  0.073
C -2.48055 3.85623 -1.44289  -0.116
C -2.51053 5.02481 -0.68233  -0.089
C -1.51165 5.92750 -0.87534  -0.115
C -0.52388 5.71421 -1.79649  -0.106
C -0.45702 4.51780 -2.52098  -0.060
C -1.46980 3.54650 -2.32864  -0.091
H -3.29541 3.17837 -1.23576  0.097
H -3.37978 5.07650 -0.04349  0.097
H -1.45992 6.86820 -0.34733  0.107
H 0.34282 6.35698 -1.75103  0.098
H 0.37060 4.30668 -3.18196  0.097
H -1.50106 2.56397 -2.77590  0.101
C 2.37810 -4.06369 1.39631  -0.155
C 2.69617 -3.07209 0.51352  -0.092
C 3.81196 -3.25602 -0.20544  -0.110
C 4.64777 -4.31815 0.02818  -0.053
C 4.32052 -5.27667 1.02641  -0.041
C 3.11055 -5.10604 1.64550  -0.137
H 1.41966 -4.06185 1.89408  0.084
H 2.00161 -2.27938 0.27776  0.085
H 4.05060 -2.51850 -0.95745  0.104
H 5.50245 -4.42518 -0.62332  0.106
H 4.99542 -6.06968 1.31286  0.108
H 2.76103 -5.84277 2.35363  0.113
C -1.38282 -3.31364 2.35858  0.045
C -0.96108 -3.96698 3.53587  -0.033
C -0.32954 -3.34201 4.55977  0.024
C 0.04541 -2.00773 4.39735  -0.022
C -0.25390 -1.31534 3.26058  0.009
C -1.13064 -1.90250 2.24877  0.088
H -1.86290 -3.92894 1.61203  0.114
H -1.32605 -4.97496 3.66687  0.127
H -0.12137 -3.77562 5.52675  0.142
H 0.55883 -1.49037 5.19431  0.131
H 0.12565 -0.30423 3.26313  0.129
H -1.47286 -1.24145 1.46629  0.065
C 0.42465 1.50100 -0.43300  -0.093
C 1.58151 0.87114 -0.81767  -0.073
C 1.43074 -0.31133 -1.52520  -0.091
C 0.21220 -1.02874 -1.63657  -0.067
C -0.91987 -0.46203 -1.02792  -0.103
C -0.74910 0.82925 -0.47321  -0.121
H 0.49125 2.51287 -0.06143  0.097
H 2.58179 1.25436 -0.67989  0.092
H 2.26523 -0.85256 -1.94604  0.088
H 0.08555 -1.94740 -2.19013  0.097
H -1.87902 -0.87174 -1.30820  0.060
H -1.64990 1.35462 -0.19225  0.080

Cartesian forces, eV/Å:
Br 0.0010 0.3990 0.0158
C 1.5406 0.1680 0.4499
C -1.2308 -0.3285 -0.2960
Br -0.3830 -0.5345 0.2669
H -0.4018 -0.3416 0.0812
H -0.1153 -0.3412 -0.5925
H 0.3813 0.1766 -0.2637
H 0.1408 0.7504 0.3521
C -1.9008 -1.0699 0.1659
C 0.7619 0.8180 0.2243
C -1.9646 -2.1801 0.1267
C 0.8932 1.3266 -1.7358
C 1.3241 -0.6917 0.6238
C 0.9602 1.5687 0.4409
H -0.5044 -0.0169 -0.4272
H 0.3069 -0.2122 0.3676
H 0.5199 0.5483 0.1904
H -0.3440 0.2673 0.2804
H -0.0689 -0.0220 0.2311
H 0.0813 -0.1906 -0.3525
C 0.9849 0.8753 -1.6516
C -1.0252 -0.1143 0.8420
C 1.9559 -2.4593 -0.8752
C -1.6199 2.6824 0.8955
C -1.5991 -2.4339 0.8284
C 0.5035 1.5147 0.3504
H -0.2282 0.3342 -0.0162
H 0.3786 0.4280 -0.2734
H 0.0247 -0.3325 0.0793
H 0.5049 -0.4043 -0.1105
H 0.2563 -0.2111 0.2356
H -0.0716 0.1222 -0.2837
C -1.0177 -1.9531 0.2978
C 0.3153 -0.1346 -0.4738
C -1.6063 1.8253 0.1253
C -0.4588 -2.1497 -0.6681
C 1.2106 -0.8009 0.6102
C 0.4913 2.2678 -0.2328
H 0.0925 0.2743 -0.0089
H -0.0057 -0.4308 -0.0430
H 0.3607 -0.0413 0.1745
H 0.6119 0.4904 0.0945
H -0.1321 0.5552 0.0485
H 0.1605 0.1599 0.0967
C 0.2191 1.9579 -0.5881
C -0.3906 -1.3932 -1.3353
C 0.5927 -0.2403 -0.2165
C 0.0698 -0.0053 1.3008
C 0.1162 0.2667 -0.8271
C -0.0263 -0.0329 1.4277
H 0.3194 -0.3763 -0.3885
H 0.1262 -0.6204 0.7657
H 0.0609 0.2150 -0.1352
H -0.2314 0.0368 -0.1877
H -0.6319 -0.0904 0.1334
H -0.2659 0.3072 0.0974
C -0.4137 -0.0741 0.6717
C -0.7638 -1.4158 -0.7792
C -0.1263 1.5483 0.6201
C 1.2840 -1.3802 -0.3586
C -0.7902 -0.5815 0.3075
C 0.4213 1.0533 0.1218
H -0.0207 -0.4070 -0.2859
H 0.2269 0.7373 0.3598
H -0.2094 0.0290 0.3330
H -0.0648 0.3239 -0.5696
H 0.0956 0.0783 -0.0591
H 0.3460 0.1135 -0.4159
C -4.0925 2.7949 0.3954
C -1.5200 0.2744 0.1046
C 1.3138 0.9569 -1.2794
C 0.4099 -1.6475 0.7116
C 1.1784 1.1984 -1.5434
C 2.3535 -3.7333 1.4452
H -0.3353 0.4218 0.1256
H 0.0349 0.2029 0.1871
H 0.2633 -0.0597 -0.2311
H 0.2901 -0.1411 0.2734
H -0.0130 -0.1370 -0.2904
H 0.0547 -0.1379 0.1409
C 0.7955 -0.3782 1.6457
C -2.3397 -1.0672 -2.5643
C 0.4657 0.8374 1.2554
C 0.3990 1.3999 -0.3972
C -0.4950 -0.3804 0.3408
C 1.7325 0.1831 0.9324
H -0.2347 0.3276 -0.2659
H 0.3304 -0.2616 -0.1077
H -0.0529 -0.5341 -0.1253
H 0.1727 -0.0651 0.0163
H -0.4190 0.2279 -0.7126
H -0.3476 -0.2675 -0.2926
C 1.0262 0.8049 1.0833
C 0.2928 -1.0845 -1.2396
C -0.2545 -2.1164 0.0150
C -0.2525 1.5926 0.9195
C 1.5302 0.7754 -1.1375
C -2.4503 -0.9740 -0.4215
H -0.2627 0.0633 0.1816
H -0.0973 0.3259 -0.0882
H 0.4746 0.3324 -0.0249
H 0.4289 -0.0522 -0.0993
H -0.2738 -0.0088 0.6831
H -0.1342 0.1192 0.1811

Properties
- E_LUMO (spin up / spin down): -4.01 / -8.16 eV
- Frontier orbital gap (spin up / spin down): 6.7 / 2.5 eV
- Total energy: -192766.606 eV
- 2S+1: 2
- ⟨S²⟩: 0.7678
- Charge: +1



Q: The highest charge belongs to which entry?
A: C50H52Br2